1.
Molecular formula: C17H42N5O4SSiV
Method: DFT, ωB97M-V with the def2-TZVPD basis set

Computed properties:
- 2S+1: 2
- <S²>: 0.908
- Charge: +3
- Kohn-Sham gap (alpha / beta): 6.9769 / 8.0650 eV
- Energy relative to the best compared isomer or geometry (same formula, charge and spin): 0.0 kJ/mol
- HOMO level (alpha / beta): -18.5129 / -18.5399 eV

Element x y z (Å)
V -1.147 -0.840 -0.029
C 2.206 -2.013 1.451
C 2.108 -1.745 -0.037
C 1.698 -2.975 -0.812
C 3.391 -1.151 -0.587
O 0.999 -0.710 -0.232
Si 1.260 0.943 -0.309
S -1.018 1.205 -0.533
O 1.583 1.454 1.149
C 2.321 2.626 1.718
C 2.125 2.525 3.215
C 1.699 3.886 1.145
C 3.778 2.479 1.324
O 1.955 1.573 -1.552
C 1.881 1.765 -3.027
C 1.107 3.046 -3.260
C 1.186 0.559 -3.633
C 3.317 1.877 -3.493
H 3.014 -2.719 1.643
H 1.282 -2.462 1.827
H 2.417 -1.093 2.000
H 2.512 -3.701 -0.800
H 1.491 -2.726 -1.855
H 0.829 -3.450 -0.358
H 4.204 -1.863 -0.435
H 3.669 -0.224 -0.070
H 3.313 -0.954 -1.657
H 1.068 2.617 3.471
H 2.665 3.332 3.710
H 2.514 1.578 3.593
H 0.635 3.942 1.387
H 1.827 3.927 0.060
H 2.188 4.761 1.573
H 4.198 1.553 1.724
H 4.356 3.312 1.726
H 3.888 2.487 0.236
H 0.092 2.974 -2.858
H 1.036 3.241 -4.330
H 1.613 3.893 -2.795
H 0.175 0.448 -3.231
H 1.755 -0.356 -3.451
H 1.100 0.691 -4.711
H 3.812 2.717 -3.008
H 3.338 2.043 -4.571
H 3.873 0.964 -3.275
C -5.750 -0.980 -0.917
N -5.271 -0.804 0.469
C -6.296 -0.542 1.504
C -3.993 -0.822 0.759
N -3.015 -0.976 -0.147
N -3.645 -0.683 2.090
C -2.385 -0.682 2.639
N -2.325 -0.615 3.958
N -1.304 -0.739 1.880
H -6.738 -1.426 -0.882
H -5.115 -1.661 -1.479
H -5.815 -0.020 -1.428
H -7.265 -0.487 1.021
H -6.126 0.419 1.993
H -6.339 -1.353 2.233
H -3.372 -1.074 -1.092
H -4.413 -0.578 2.735
H -3.148 -0.590 4.541
H -1.440 -0.565 4.439
H -0.436 -0.673 2.404
C -1.488 -4.221 -1.157
O -1.478 -3.270 -0.048
H -2.500 -4.574 -1.340
H -0.838 -5.065 -0.939
H -1.116 -3.705 -2.037
H -1.701 -3.748 0.759

Löwdin population analysis, charges in e, atoms 1 to 4: 0.780, -0.001, -0.550, -0.006

2.
Molecular formula: C18H35N2O9
Method: DFT, ωB97M-V with the def2-TZVPD basis set

Computed properties:
- Charge: -1
- Kohn-Sham gap: 4.8469 eV
- Energy relative to the best compared isomer or geometry (same formula, charge and spin): 0.0 kJ/mol
- HOMO level: -2.9048 eV

Element x y z (Å)
O 0.156 -0.879 -0.522
H -0.072 0.087 -0.306
H -0.551 -1.503 -0.072
H 1.054 -1.146 -0.234
C -2.829 -1.675 -0.552
C -2.400 -2.378 0.569
C -3.419 -2.830 1.626
O -2.988 -3.375 2.653
C -4.789 -2.595 1.380
C -5.233 -1.870 0.255
C -4.215 -1.469 -0.810
O -4.568 -0.800 -1.790
O -6.408 -1.487 0.155
O -1.157 -2.524 0.831
H -2.149 -1.237 -1.273
H -5.459 -2.722 2.219
C -0.626 2.386 3.719
O -1.086 2.674 2.416
C -1.846 1.588 1.866
C -2.032 1.726 0.393
N -0.805 1.574 -0.389
C -1.113 1.757 -1.824
C 0.134 1.979 -2.634
O 0.832 3.094 -2.109
C 1.976 3.438 -2.835
H -1.273 1.648 4.205
H -0.700 3.301 4.307
H 0.393 1.997 3.674
H -2.837 1.754 2.322
H -1.584 0.595 2.237
H -2.554 2.667 0.158
H -2.820 1.026 0.085
H -0.231 2.394 -0.188
H -1.778 2.611 -2.002
H -1.624 0.850 -2.157
H -0.161 2.150 -3.679
H 0.832 1.124 -2.623
H 1.772 3.435 -3.918
H 2.723 2.640 -2.699
H 2.346 4.424 -2.581
C 0.416 -1.473 2.994
O 0.745 -0.425 2.094
C 2.089 0.013 2.173
C 3.110 -1.020 1.740
N 2.934 -1.467 0.356
C 3.166 -0.459 -0.655
C 3.392 -0.974 -2.055
O 2.179 -1.514 -2.536
C 2.168 -1.724 -3.928
H 0.755 -2.447 2.620
H -0.665 -1.604 3.014
H 0.836 -1.305 3.994
H 2.266 0.344 3.205
H 2.101 0.885 1.513
H 3.038 -1.900 2.376
H 4.101 -0.542 1.814
H 3.549 -2.249 0.174
H 4.093 0.143 -0.468
H 2.511 0.413 -0.547
H 4.222 -1.691 -2.046
H 3.633 -0.122 -2.703
H 2.560 -2.695 -4.259
H 2.756 -0.976 -4.481
H 1.133 -1.644 -4.261

Löwdin population analysis, charges in e, atoms 1 to 4: 0.111, 0.078, 0.062, 0.075

3.
Molecular formula: CH3NOS
Method: DFT, ωB97M-V with the def2-TZVPD basis set

Computed properties:
- Charge: 0
- Kohn-Sham gap (alpha / beta): 7.2890 / 7.2995 eV
- Energy relative to the best compared isomer or geometry (same formula, charge and spin): 675.3 kJ/mol
- HOMO level (alpha / beta): -9.0122 / -9.0005 eV

Element x y z (Å)
C -0.334 0.684 -0.126
N 0.178 -0.394 0.216
O 1.558 -0.681 0.099
S -3.158 -0.024 0.079
H 0.389 1.461 -0.422
H -0.454 -1.064 0.577
H 1.822 0.018 -0.424

Löwdin population analysis, charges in e, atoms 1 to 4: -0.062, -0.119, 0.033, -0.028

4.
Molecular formula: C37H36CsI2N11O4Se2
Method: DFT, ωB97M-V with the def2-TZVPD basis set

Computed properties:
- Charge: 0
- Kohn-Sham gap: 8.1415 eV
- Energy relative to the best compared isomer or geometry (same formula, charge and spin): 83.6 kJ/mol
- HOMO level: -8.0680 eV

Element x y z (Å)
Cs 0.189 0.194 -0.528
C 4.701 -1.858 1.754
O 4.586 -0.453 2.034
C 3.398 -0.074 1.502
N 2.753 -0.907 0.800
C 3.578 -2.124 0.732
C 2.825 -3.417 0.945
C 3.496 -4.543 1.414
C 2.843 -5.762 1.534
C 1.508 -5.875 1.176
C 0.828 -4.755 0.713
C 1.482 -3.536 0.603
C 3.032 1.347 1.735
C 4.012 2.228 2.177
C 3.689 3.568 2.289
C 2.411 3.973 1.956
C 1.497 3.008 1.551
N 1.786 1.711 1.442
C 0.128 3.406 1.150
N -0.794 2.627 0.787
C -1.886 3.467 0.293
C -1.497 4.877 0.773
O -0.101 4.743 1.122
C -3.242 2.985 0.742
C -4.371 3.760 0.481
C -5.629 3.328 0.870
C -5.774 2.111 1.526
C -4.654 1.337 1.788
C -3.393 1.770 1.398
H 4.547 -2.403 2.687
H 5.702 -2.047 1.373
H 3.989 -2.162 -0.284
H 4.543 -4.478 1.688
H 3.383 -6.625 1.904
H 1.002 -6.830 1.253
H -0.219 -4.827 0.445
H 0.926 -2.662 0.301
H 5.001 1.864 2.409
H 4.427 4.288 2.616
H 2.113 5.010 2.001
H -1.828 3.409 -0.802
H -2.049 5.178 1.666
H -1.578 5.643 0.006
H -4.266 4.707 -0.039
H -6.498 3.938 0.661
H -6.757 1.772 1.828
H -4.758 0.389 2.301
H -2.517 1.167 1.610
N -2.300 1.343 -3.870
C -0.960 1.541 -4.447
C 0.034 1.567 -3.283
O -0.141 2.475 -2.436
O 0.884 0.642 -3.211
H -3.004 1.403 -4.594
H -2.470 2.103 -3.220
H -0.870 2.481 -5.004
H -0.733 0.709 -5.112
Se -1.717 -2.124 2.010
Se -2.836 -1.772 3.980
C -2.446 0.108 4.245
C -3.428 0.931 4.775
C -3.111 2.268 4.964
C -1.848 2.718 4.610
C -0.949 1.803 4.084
N -1.237 0.517 3.906
C -3.111 -1.854 0.687
C -4.455 -2.138 0.871
C -5.308 -1.907 -0.196
C -4.789 -1.432 -1.392
C -3.424 -1.207 -1.479
N -2.602 -1.402 -0.446
H -4.413 0.547 5.004
H -3.849 2.951 5.363
H -1.571 3.755 4.737
H 0.053 2.096 3.788
H -4.816 -2.510 1.820
H -6.368 -2.103 -0.092
H -5.427 -1.246 -2.245
H -2.967 -0.834 -2.391
I -1.992 -4.736 -2.288
C -0.138 -4.261 -3.220
I 0.251 -2.187 -3.428
H -0.147 -4.726 -4.197
H 0.635 -4.693 -2.596
N 0.396 -4.507 4.067
N 1.326 -3.492 4.249
N 2.421 -3.672 4.948
C 2.961 -2.456 4.871
N 2.212 -1.602 4.168
N 1.158 -2.290 3.777
H 0.900 -5.296 3.680
H -0.267 -4.163 3.377
H 3.902 -2.196 5.327

Löwdin population analysis, charges in e, atoms 1 to 4: 1.045, -0.090, -0.003, -0.328

5.
Molecular formula: C30H36BaBrN6O2
Method: DFT, ωB97M-V with the def2-TZVPD basis set

Computed properties:
- Charge: +1
- Kohn-Sham gap: 8.5585 eV
- Energy relative to the best compared isomer or geometry (same formula, charge and spin): 26.3 kJ/mol
- HOMO level: -10.6844 eV

Element x y z (Å)
Ba -0.269 0.328 0.438
C -2.177 -0.816 -2.855
C -3.244 -0.834 -1.751
C -3.096 -1.927 -0.721
C -3.766 -3.142 -0.832
C -3.620 -4.092 0.163
C -2.800 -3.818 1.246
C -2.143 -2.599 1.274
N -2.307 -1.682 0.325
N -0.880 -0.156 -2.532
C -0.836 1.207 -3.083
C -1.805 2.205 -2.490
C -2.357 3.184 -3.306
C -3.189 4.137 -2.741
C -3.457 4.071 -1.384
C -2.872 3.053 -0.649
N -2.054 2.144 -1.182
C 0.214 -0.902 -3.161
C 0.368 -2.304 -2.628
C 0.672 -3.352 -3.486
C 0.827 -4.625 -2.963
C 0.652 -4.809 -1.601
C 0.345 -3.704 -0.825
N 0.214 -2.468 -1.312
H -1.970 -1.851 -3.136
H -2.593 -0.334 -3.747
H -3.273 0.129 -1.244
H -4.212 -0.965 -2.239
H -4.412 -3.324 -1.682
H -4.150 -5.033 0.101
H -2.668 -4.528 2.050
H -1.480 -2.341 2.095
H 0.181 1.589 -2.942
H -1.005 1.182 -4.170
H -2.133 3.190 -4.364
H -3.628 4.917 -3.349
H -4.103 4.782 -0.890
H -3.059 2.957 0.415
H 0.081 -0.954 -4.252
H 1.146 -0.350 -2.996
H 0.777 -3.170 -4.547
H 1.068 -5.462 -3.606
H 0.747 -5.785 -1.147
H 0.194 -3.821 0.241
N 2.262 -1.337 0.751
C 2.213 -2.413 1.757
C 3.000 -2.064 3.010
C 2.499 -0.830 3.751
C 1.057 -0.964 4.249
N 0.149 -0.215 3.363
H 2.038 -1.724 -0.159
H 3.213 -0.986 0.698
H 2.607 -3.355 1.359
H 1.163 -2.592 2.011
H 4.054 -1.940 2.743
H 2.964 -2.929 3.678
H 2.555 0.042 3.093
H 3.171 -0.617 4.583
H 0.980 -0.626 5.286
H 0.747 -2.013 4.241
H 0.392 0.772 3.418
H -0.804 -0.242 3.718
Br -3.563 5.937 4.934
C -2.242 5.705 3.610
C -1.603 6.817 3.079
C -0.629 6.645 2.106
C -0.292 5.373 1.670
C -0.944 4.267 2.206
C -1.924 4.429 3.177
C -0.605 2.894 1.721
O 0.382 2.732 0.953
O -1.345 1.926 2.072
H -1.868 7.805 3.428
H -0.128 7.508 1.689
H 0.472 5.215 0.921
H -2.431 3.564 3.582

Löwdin population analysis, charges in e, atoms 1 to 4: 1.920, -0.142, -0.102, -0.284

6.
Molecular formula: C14H12F5N3OOsS2Te
Method: DFT, ωB97M-V with the def2-TZVPD basis set

Computed properties:
- 2S+1: 6
- <S²>: 8.853
- Charge: +1
- Kohn-Sham gap (alpha / beta): 7.5970 / 5.1249 eV
- Energy relative to the best compared isomer or geometry (same formula, charge and spin): 149.7 kJ/mol
- HOMO level (alpha / beta): -12.2514 / -12.4475 eV

Element x y z (Å)
Os -0.142 -0.127 0.599
S 2.277 0.647 -1.748
C 1.186 0.193 -0.813
C -5.493 -1.721 -0.196
N -4.832 -0.455 -0.034
C -5.565 0.756 0.325
C -4.475 1.836 0.347
N -3.314 1.134 -0.136
C -3.556 -0.178 -0.293
S -2.391 -1.293 -0.824
H -6.292 -1.802 0.539
H -4.776 -2.528 -0.058
H -5.921 -1.807 -1.199
H -6.047 0.625 1.296
H -6.340 0.952 -0.420
H -4.273 2.213 1.361
H -4.695 2.693 -0.295
H -2.358 1.535 -0.054
F 0.932 1.200 2.346
Te -0.955 2.325 2.118
F -1.291 -0.180 2.124
F -3.023 1.813 2.283
F -1.929 3.917 1.582
F 0.488 3.569 1.674
O -0.987 1.736 0.374
N 0.541 -9.899 -0.700
C 0.556 -8.771 -0.488
C 0.557 -7.366 -0.240
C 1.565 -6.559 -0.776
C 1.537 -5.200 -0.567
C 0.498 -4.623 0.183
C -0.506 -5.443 0.729
C -0.474 -6.802 0.519
C 0.440 -3.233 0.358
C 0.367 -2.011 0.523
H 2.362 -7.010 -1.350
H 2.302 -4.559 -0.980
H -1.295 -4.990 1.311
H -1.236 -7.442 0.940

Löwdin population analysis, charges in e, atoms 1 to 4: 1.520, 1.010, -0.762, -0.006

- Among the records above, which one has the lowest charge?
  C18H35N2O9

- Number 5 is which compound?
  C30H36BaBrN6O2

- energy relative to the best compared isomer or geometry (same formula, charge and spin) of number 3 (CH3NOS)?
  675.3 kJ/mol